ORCA calculation (ωB97M-V with the def2-TZVPD basis set) on a structure of composition C25H30Br4F5O8P2SZn.

Properties
- energy above the lowest of the compared OMol25 structures with the same formula, charge and spin (eV) = 0.185
- HOMO level (eV) = -3.9
- E_LUMO (eV) = 1.78
- HOMO-LUMO gap (eV) = 5.647
- DFT total energy (eV) = -414389.228

```
! wB97M-V def2-TZVPD RIJCOSX def2/J DEFGRID3
* xyz -1 1
Zn -1.779 -0.316 0.985
Br -2.868 1.364 7.515
C -2.547 0.380 5.929
C -2.378 -0.990 5.965
Br -2.533 -1.937 7.599
C -2.089 -1.685 4.778
Br -1.827 -3.562 4.765
C -1.965 -1.041 3.546
O -1.633 -1.659 2.441
C -2.215 0.382 3.504
O -2.161 0.998 2.349
C -2.462 1.050 4.696
Br -2.668 2.930 4.567
C 1.626 0.611 -4.533
C 0.219 1.137 -4.336
C 0.146 2.651 -4.342
O -0.395 0.616 -3.136
P 0.111 0.566 -1.653
O -1.029 0.577 -0.716
C 1.129 -0.906 -1.500
P 1.794 -1.051 0.169
O 0.891 -0.535 1.201
O 3.158 -0.229 0.169
C 4.332 -0.644 -0.560
C 5.419 -0.945 0.449
C 4.707 0.472 -1.513
O 2.189 -2.576 0.216
C 2.299 -3.299 1.488
C 0.954 -3.881 1.835
C 3.375 -4.341 1.282
O 1.110 1.769 -1.447
C 0.906 2.676 -0.294
C -0.164 3.689 -0.632
C 2.255 3.286 -0.004
H 1.997 0.935 -5.506
H 1.649 -0.480 -4.504
H 2.296 1.008 -3.768
H -0.423 0.747 -5.126
H 0.870 3.078 -3.648
H -0.851 2.983 -4.053
H 0.360 3.021 -5.347
H 1.950 -0.880 -2.219
H 0.489 -1.770 -1.694
H 4.101 -1.554 -1.123
H 5.586 -0.069 1.078
H 6.350 -1.199 -0.059
H 5.133 -1.777 1.093
H 5.025 1.356 -0.958
H 3.855 0.756 -2.132
H 5.525 0.153 -2.162
H 2.606 -2.582 2.253
H 0.631 -4.559 1.041
H 0.194 -3.108 1.963
H 1.024 -4.440 2.766
H 3.082 -5.019 0.478
H 3.501 -4.921 2.196
H 4.333 -3.888 1.020
H 0.582 2.063 0.548
H 0.169 4.350 -1.437
H -0.380 4.290 0.252
H -1.089 3.195 -0.930
H 2.637 3.801 -0.889
H 2.966 2.517 0.298
H 2.156 4.008 0.807
F -8.273 1.645 -1.634
C -7.178 0.956 -1.273
C -7.290 -0.246 -0.607
F -8.511 -0.723 -0.310
C -6.156 -0.957 -0.258
F -6.350 -2.116 0.384
C -4.860 -0.530 -0.560
S -3.491 -1.574 -0.224
C -4.798 0.706 -1.207
F -3.617 1.238 -1.539
C -5.917 1.433 -1.568
F -5.788 2.597 -2.227
*
```